#w
This record from OMol25 describes a single C4H7NO molecule. The level of theory is ωB97M-V/def2-TZVPD.

Results
**Highest occupied orbital energy (spin up / spin down)**: -8.78 / -8.94 eV
**Gap between HOMO and LUMO (spin up / spin down)**: 7.99 / 8.42 eV

Each atom is followed by the atoms it is bonded to, with distances in Å.
Positions of all 13 atoms, in Å:
1 O -1.0672 -1.1524 0.5456  C6 1.419
2 N 0.3492 -0.0578 1.4290  C4 1.521, H11 1.009
3 C 0.8006 0.5165 -0.6161  C4 1.490, C5 1.347, H8 1.092
4 C 0.7818 1.2072 0.7045  N2 1.521, C3 1.490, H7 1.099, H12 1.107
5 C -0.4103 0.1435 -1.0717  C3 1.347, C6 1.500, H9 1.095
6 C -0.7176 -1.3028 -0.8214  O1 1.419, C5 1.500, H10 1.098, H13 1.103
7 H 0.0751 2.0461 0.7692  C4 1.099
8 H 1.6270 -0.1885 -0.7239  C3 1.092
9 H -1.2783 0.7958 -0.9329  C5 1.095
10 H 0.1453 -1.9662 -0.9702  C6 1.098
11 H -0.4873 0.1491 1.9547  N2 1.009
12 H 1.7666 1.5248 1.0968  C4 1.107
13 H -1.5849 -1.7153 -1.3638  C6 1.103

#x
This record from OMol25 describes 2 unconnected molecules or ions with the total composition C4H7NO. The level of theory is ωB97M-V/def2-TZVPD.

Results
**Highest occupied orbital energy**: -8.22 eV
**Gap between HOMO and LUMO**: 9.29 eV

Each atom is followed by the atoms it is bonded to, with distances in Å.
Positions of all 13 atoms, in Å:
1 O 1.3968 -0.0139 -0.7699  C4 1.245
2 N -0.0109 1.5265 0.7718  C5 1.343, C6 1.188
3 C -0.0725 -1.7057 0.0277  C4 1.516, H8 1.095, H9 1.098, H13 1.093
4 C 0.2584 -0.5127 -0.8475  O1 1.245, C3 1.516, H12 1.102
5 C -0.9973 1.1792 -0.0711  N2 1.343, H7 1.089, H10 1.087
6 C 1.1426 1.3751 1.0104  N2 1.188, H11 1.076
7 H -1.0014 1.7892 -0.9730  C5 1.089
8 H 0.5281 -1.6402 0.9412  C3 1.095
9 H 0.2372 -2.6164 -0.5022  C3 1.098
10 H -1.9708 0.9941 0.3769  C5 1.087
11 H 1.9676 1.8412 1.5197  C6 1.076
12 H -0.3400 -0.3890 -1.7645  C4 1.102
13 H -1.1326 -1.7987 0.2786  C3 1.093

#y
This record from OMol25 describes a single C4H7NO molecule. The level of theory is ωB97M-V/def2-TZVPD.

Results
**SMILES**: C/C=N/CC=O
**Highest occupied orbital energy**: -9.33 eV
**Gap between HOMO and LUMO**: 10.31 eV

Each atom is followed by the atoms it is bonded to, with distances in Å.
Positions of all 13 atoms, in Å:
1 O -2.8392 -1.1801 0.9313  C3 1.205
2 N 0.0520 -0.4477 -0.1618  C4 1.261, C5 1.437
3 C -2.0972 -1.1395 -0.0178  O1 1.205, C5 1.486, H11 1.108
4 C 0.7705 0.3661 0.4792  N2 1.261, C6 1.478, H12 1.102
5 C -1.2805 0.0546 -0.3574  N2 1.437, C3 1.486, H8 1.101, H9 1.100
6 C 2.1751 0.4718 0.0327  C4 1.478, H7 1.095, H10 1.083, H13 1.095
7 H 2.2069 -0.0095 -0.9498  C6 1.095
8 H -1.2370 0.3561 -1.4150  C5 1.101
9 H -1.5511 0.9310 0.2497  C5 1.100
10 H 2.8639 -0.0027 0.7212  C6 1.083
11 H -1.8077 -2.0270 -0.6153  C3 1.108
12 H 0.3406 1.0909 1.1888  C4 1.102
13 H 2.4036 1.5358 -0.0859  C6 1.095

#z
This record from OMol25 describes a single C4H7NO molecule. The level of theory is ωB97M-V/def2-TZVPD.

Results
**Highest occupied orbital energy (spin up / spin down)**: -7.16 / -8.97 eV
**Gap between HOMO and LUMO (spin up / spin down)**: 6.40 / 9.55 eV

Each atom is followed by the atoms it is bonded to, with distances in Å.
Positions of all 13 atoms, in Å:
1 O -0.1229 1.4856 0.1714  C5 1.422, C6 1.296
2 N 1.7203 -1.4970 -0.0710  C4 1.200
3 C -0.8182 -1.1068 0.2460  C4 1.729, H8 1.091, H9 1.094, H11 1.095
4 C 0.8629 -0.7050 0.2090  N2 1.200, C3 1.729, C5 1.571
5 C 1.0765 0.8161 0.5391  O1 1.422, C4 1.571, H7 1.091, H10 1.091
6 C -0.6775 0.9503 -0.8704  O1 1.296, H12 1.086, H13 1.089
7 H 1.9014 1.1576 -0.0879  C5 1.091
8 H -0.6282 -1.9945 0.8518  C3 1.091
9 H -1.5186 -0.4940 0.8217  C3 1.094
10 H 1.2628 1.0501 1.5883  C5 1.091
11 H -1.2826 -1.4675 -0.6771  C3 1.095
12 H -1.7168 1.2205 -1.0318  C6 1.086
13 H -0.0593 0.5846 -1.6892  C6 1.089

What is the least stable structure shown above? It is #w.